# 1
The following is a quantum chemistry calculation of a structure of composition C4H12N2O2, from the OMol25 dataset.

Properties
relative energy (zero: lowest compared OMol25 entry of this formula, charge and spin)	492.50	kJ/mol
LUMO level	0.721	eV
HOMO-LUMO gap	8.55	eV

```
! RIJCOSX wB97M-V def2-TZVPD def2/J DEFGRID3
* xyz 0 1
C 0.85 -0.36 0.68
C -1.54 0.40 0.16
C 0.20 0.08 -0.52
C -2.35 1.09 -0.91
N 2.31 -0.54 -0.46
N 3.51 -0.12 0.14
O 0.48 -1.51 1.29
O -1.99 -0.94 0.41
H -0.44 -1.71 1.03
H -2.91 -0.94 0.72
H 2.34 -1.55 -0.52
H 1.14 0.42 1.40
H -1.54 0.97 1.10
H 3.59 0.89 0.03
H 3.55 -0.34 1.14
H 0.53 1.04 -0.89
H -0.09 -0.69 -1.22
H -3.42 1.13 -0.67
H -1.99 2.11 -1.05
H -2.25 0.56 -1.86
*
```



# 2
The following is a quantum chemistry calculation of a structure of composition C30H82F6InN3O21S2, from the OMol25 dataset.

Properties
LUMO level	-0.716	eV
HOMO-LUMO gap	8.39	eV

```
! RIJCOSX wB97M-V def2-TZVPD def2/J DEFGRID3
* xyz 0 1
In 0.63 -3.34 1.50
C 1.52 -4.06 -2.11
F 2.39 -4.64 -2.97
F 0.39 -3.84 -2.85
F 1.06 -4.83 -1.06
S 2.18 -2.51 -1.35
O 1.20 -2.06 -0.41
O 3.52 -2.81 -0.80
O 2.08 -1.64 -2.51
C 0.57 0.61 6.28
F -0.88 0.23 6.04
F 0.51 1.58 7.14
F 1.10 -0.46 6.85
S 1.44 0.89 4.56
O 0.87 2.05 3.97
O 2.88 1.07 4.88
O 1.09 -0.42 4.10
C -1.06 4.63 2.57
O -1.89 4.03 1.65
H -0.01 4.33 2.58
H -0.88 5.68 2.29
H -1.40 4.49 3.58
O 0.68 1.73 1.29
H 0.92 1.90 2.24
H 1.52 1.78 0.80
O 0.26 -5.25 1.60
H -0.10 -5.82 0.92
H -1.40 3.33 1.27
O 13.97 0.79 -2.52
H 14.59 1.48 -2.74
H 13.58 0.36 -3.25
O 4.55 -5.09 1.12
H 4.28 -4.46 0.44
H 5.46 -4.89 1.29
O -1.66 -1.80 7.55
H -0.96 -2.44 7.70
H -1.36 -1.45 6.71
O 2.18 -2.88 2.63
H 3.06 -3.32 2.44
H 2.54 -1.99 2.33
O 5.56 0.88 4.67
H 5.50 1.24 3.77
H 4.69 0.40 4.68
O 3.67 -0.79 1.40
H 3.89 -1.09 0.52
H 3.31 0.08 1.25
O -0.54 -2.17 2.62
H -1.48 -2.00 2.38
H -0.11 -1.59 3.22
O 6.38 5.99 -2.43
H 7.18 6.47 -2.57
H 5.58 6.54 -2.39
O -1.13 -3.12 -0.11
H -2.01 -3.04 0.13
H -1.01 -2.44 -0.76
C -3.42 -3.39 -3.08
C -3.33 -2.30 -4.11
C -4.68 -2.16 -4.78
C -4.84 -0.84 -5.65
C -4.52 0.30 -4.64
C -3.22 0.26 -3.89
N -3.06 -1.08 -3.32
O -1.85 -1.13 -2.60
C -1.95 0.67 -4.76
C -3.40 1.23 -2.78
C -2.21 -2.63 -5.11
H -4.26 -3.20 -2.42
H -2.54 -3.35 -2.44
H -3.58 -4.36 -3.50
H -4.82 -3.07 -5.37
H -5.43 -2.22 -3.99
H -5.87 -0.79 -6.02
H -4.09 -0.70 -6.40
H -5.29 0.51 -4.00
H -4.49 1.27 -5.10
H -1.83 1.70 -4.81
H -0.95 0.29 -4.42
H -2.03 0.35 -5.78
H -3.60 2.19 -3.22
H -4.19 0.94 -2.13
H -2.49 1.46 -2.23
H -2.14 -2.03 -6.02
H -2.22 -3.71 -5.42
H -1.26 -2.43 -4.66
H -1.16 -0.93 -3.24
C 5.03 3.23 -1.64
C 3.96 2.77 -0.57
C 3.22 4.04 -0.05
C 2.24 4.59 -1.09
C 1.20 3.58 -1.49
C 1.80 2.25 -1.96
N 2.80 1.71 -0.84
O 3.55 0.61 -1.43
C 0.66 1.30 -2.06
C 2.50 2.35 -3.33
C 4.77 2.14 0.61
H 5.36 2.32 -2.16
H 5.79 3.75 -1.09
H 4.66 3.94 -2.36
H 2.74 3.70 0.85
H 4.00 4.70 0.30
H 2.87 4.81 -2.01
H 1.75 5.53 -0.79
H 0.52 3.94 -2.27
H 0.39 3.43 -0.77
H 0.88 0.34 -2.57
H 0.28 1.18 -1.09
H -0.12 1.84 -2.66
H 2.83 1.29 -3.48
H 1.75 2.61 -4.09
H 3.30 3.07 -3.45
H 4.17 1.81 1.46
H 5.65 2.67 0.95
H 5.17 1.19 0.28
H 2.84 -0.04 -1.46
C -4.43 0.57 1.19
C -3.09 -0.13 1.56
C -2.54 0.71 2.77
C -3.39 0.36 3.96
C -3.29 -1.18 4.19
C -3.82 -2.15 3.09
N -3.17 -1.58 1.89
O -3.59 -2.27 0.74
C -3.37 -3.59 3.42
C -5.32 -2.14 2.97
C -2.06 0.11 0.44
H -4.28 1.40 0.50
H -4.83 0.89 2.17
H -5.15 -0.22 0.79
H -1.55 0.50 2.99
H -2.52 1.74 2.43
H -4.43 0.62 3.89
H -2.91 0.72 4.85
H -3.77 -1.38 5.11
H -2.21 -1.39 4.53
H -3.76 -4.12 2.59
H -2.29 -3.71 3.57
H -3.87 -3.88 4.34
H -5.72 -2.42 3.98
H -5.71 -1.15 2.75
H -5.66 -2.94 2.29
H -1.95 1.23 0.38
H -2.59 -0.24 -0.47
H -1.03 -0.21 0.70
H -4.39 -1.96 0.35
*
```



# 3
The following is a quantum chemistry calculation of a structure of composition C12H36KO16P4, from the OMol25 dataset.

Properties
relative energy (zero: lowest compared OMol25 entry of this formula, charge and spin)	296.84	kJ/mol
LUMO level	-2.650	eV
HOMO-LUMO gap	9.69	eV

```
! RIJCOSX wB97M-V def2-TZVPD def2/J DEFGRID3
* xyz 1 1
K 14.69 -14.49 9.00
C 16.49 -18.12 5.55
O 17.22 -16.95 5.16
P 17.46 -15.80 6.26
O 16.22 -15.30 6.89
O 18.36 -14.64 5.50
C 19.50 -14.98 4.77
O 18.48 -16.50 7.33
C 18.61 -16.05 8.66
H 16.11 -18.20 6.57
H 17.16 -18.96 5.38
H 15.62 -18.11 4.89
H 19.50 -16.03 4.48
H 20.43 -14.77 5.32
H 19.62 -14.27 3.96
H 18.49 -16.92 9.31
H 17.92 -15.28 8.98
H 19.62 -15.65 8.73
C 8.13 -14.18 8.48
O 9.49 -14.51 8.60
P 10.70 -13.69 7.87
O 12.05 -13.90 8.46
O 10.23 -12.13 7.84
C 11.22 -11.16 7.55
O 10.57 -14.21 6.33
C 11.44 -13.74 5.32
H 7.53 -15.05 8.77
H 7.90 -13.99 7.43
H 7.79 -13.43 9.19
H 10.84 -10.47 6.79
H 12.21 -11.48 7.24
H 11.32 -10.60 8.47
H 11.53 -14.40 4.46
H 12.46 -13.56 5.66
H 11.10 -12.75 5.02
C 7.79 -16.26 12.92
O 8.97 -16.65 12.24
P 10.42 -16.69 13.01
O 10.50 -17.60 14.22
O 11.50 -16.95 11.79
C 11.52 -16.25 10.54
O 10.69 -15.08 13.33
C 11.97 -14.61 13.69
H 7.73 -16.65 13.93
H 6.91 -16.65 12.41
H 7.75 -15.17 12.95
H 10.75 -15.49 10.47
H 11.25 -16.87 9.69
H 12.44 -15.73 10.26
H 12.35 -13.83 13.02
H 12.74 -15.38 13.63
H 11.90 -14.15 14.68
C 17.07 -20.37 9.22
O 16.48 -19.08 9.14
P 15.22 -18.65 10.11
O 14.61 -17.31 9.87
O 14.12 -19.91 10.06
C 12.89 -19.79 10.64
O 15.85 -18.85 11.62
C 16.74 -17.84 12.04
H 16.52 -20.97 8.50
H 17.00 -20.92 10.16
H 18.12 -20.34 8.92
H 12.80 -18.81 11.10
H 12.72 -20.59 11.36
H 12.06 -19.98 9.96
H 16.70 -16.96 11.41
H 17.77 -18.16 12.17
H 16.44 -17.60 13.06
*
```



# 4
The following is a quantum chemistry calculation of a cluster of 2 separate species, C24H36BrN4O2 in total, from the OMol25 dataset.

Properties
LUMO level	-6.575	eV
HOMO-LUMO gap	4.17	eV

```
! RIJCOSX wB97M-V def2-TZVPD def2/J DEFGRID3
* xyz 1 1
C -2.18 4.26 -1.32
C -3.13 3.40 -2.12
N -2.58 2.95 -3.41
C -3.54 2.09 -4.12
C -2.90 0.73 -4.55
C -1.67 0.48 -3.71
C -1.86 0.06 -2.36
N -0.88 -0.14 -1.54
C 0.37 0.08 -2.06
C 1.48 -0.10 -1.23
C 2.75 0.07 -1.72
Br 4.20 -0.19 -0.52
C 2.97 0.42 -3.07
C 4.35 0.56 -3.62
C 1.86 0.62 -3.87
C 0.54 0.45 -3.39
N -0.50 0.67 -4.25
C -2.27 4.12 -4.21
C -0.83 4.37 -4.53
O -3.12 4.88 -4.57
H -1.34 3.70 -0.92
H -1.80 5.12 -1.86
H -2.74 4.66 -0.47
H -4.09 3.90 -2.28
H -3.33 2.50 -1.54
H -3.96 2.59 -4.99
H -4.39 1.87 -3.48
H -3.61 -0.09 -4.41
H -2.61 0.78 -5.59
H -2.87 -0.10 -2.01
H 1.31 -0.38 -0.20
H 4.81 -0.42 -3.68
H 4.32 0.96 -4.63
H 4.98 1.15 -2.96
H 2.00 0.90 -4.90
H -0.30 3.46 -4.78
H -0.36 4.79 -3.64
H -0.79 5.13 -5.31
C 2.78 -2.57 4.77
C 1.36 -2.14 5.23
C 0.51 -3.38 5.59
C 0.03 -4.18 4.38
C -0.68 -3.30 3.35
C 0.15 -2.09 2.91
N 0.65 -1.36 4.14
O -0.19 -0.64 4.59
C 1.32 -2.54 2.01
C -0.69 -1.17 2.02
C 1.58 -1.28 6.48
H 3.22 -1.83 4.10
H 3.44 -2.66 5.63
H 2.79 -3.54 4.27
H -0.36 -3.05 6.16
H 1.10 -4.01 6.25
H 0.87 -4.71 3.92
H -0.65 -4.96 4.72
H -0.93 -3.88 2.47
H -1.62 -2.95 3.78
H 2.00 -1.71 1.80
H 0.94 -2.90 1.06
H 1.91 -3.36 2.42
H -1.62 -0.86 2.50
H -0.96 -1.69 1.11
H -0.13 -0.27 1.75
H 2.14 -0.38 6.24
H 2.14 -1.85 7.21
H 0.64 -0.99 6.95
*
```



# 5
The following is a quantum chemistry calculation of a structure of composition C35H36GeN2O2ReS3, from the OMol25 dataset.

Properties
relative energy (zero: lowest compared OMol25 entry of this formula, charge and spin)	249.91	kJ/mol
LUMO level (spin up / spin down)	-12.286 / -12.529	eV
expectation value of S²	0.85
HOMO-LUMO gap (spin up / spin down)	6.00 / 5.80	eV

```
! RIJCOSX wB97M-V def2-TZVPD def2/J DEFGRID3
* xyz 4 2
Re 0.78 -0.25 -0.52
C 2.14 -1.58 -3.32
C 1.79 -2.88 -2.64
S 0.56 -2.61 -1.31
C 1.30 -3.51 0.08
C 2.60 -2.94 0.59
S 2.49 -1.15 0.94
C 4.02 -0.58 0.15
C 4.11 -0.90 -1.33
S 2.63 -0.28 -2.15
H 1.26 -1.15 -3.82
H 2.92 -1.70 -4.06
H 2.66 -3.38 -2.21
H 1.34 -3.56 -3.37
H 1.42 -4.55 -0.21
H 0.53 -3.47 0.86
H 3.43 -3.11 -0.09
H 2.86 -3.43 1.53
H 4.86 -1.02 0.69
H 4.04 0.49 0.33
H 4.25 -1.96 -1.55
H 4.97 -0.37 -1.76
C -3.06 1.01 -1.12
O -2.23 0.46 0.00
C -2.05 1.37 1.10
C -3.15 1.79 1.82
C -2.98 2.72 2.83
C -1.71 3.22 3.09
C -0.61 2.79 2.36
C -0.76 1.83 1.35
N 0.34 1.45 0.54
N 1.24 2.47 0.46
C 1.76 2.85 -0.65
C 1.14 2.37 -1.93
O 0.44 1.30 -1.91
C 1.26 3.17 -3.07
C 2.10 4.25 -3.05
C 2.86 4.66 -1.90
C 3.71 5.76 -1.96
C 4.44 6.14 -0.84
C 4.31 5.43 0.34
C 3.45 4.34 0.42
C 2.72 3.95 -0.68
H -2.68 2.01 -1.33
H -2.89 0.36 -1.97
H -4.10 1.05 -0.84
H -4.14 1.41 1.59
H -3.83 3.05 3.40
H -1.57 3.96 3.87
H 0.37 3.19 2.55
H 0.73 2.88 -3.97
H 2.23 4.83 -3.96
H 3.80 6.32 -2.89
H 5.11 6.99 -0.90
H 4.89 5.72 1.21
H 3.35 3.79 1.36
Ge -2.73 -1.28 0.63
C -2.62 -1.53 2.45
C -3.64 -2.36 2.95
C -3.62 -2.72 4.29
C -2.59 -2.27 5.11
C -1.58 -1.44 4.61
C -1.58 -1.05 3.29
C -3.18 -2.50 -0.67
C -3.90 -2.27 -1.86
C -4.26 -3.35 -2.63
C -3.91 -4.64 -2.23
C -3.19 -4.87 -1.06
C -2.83 -3.80 -0.26
H -0.31 -0.98 0.58
H -4.45 -2.71 2.32
H -4.40 -3.35 4.69
H -2.59 -2.55 6.15
H -0.79 -1.11 5.26
H -0.81 -0.41 2.90
H -4.19 -1.27 -2.16
H -4.83 -3.20 -3.53
H -4.21 -5.49 -2.84
H -2.93 -5.88 -0.76
H -2.28 -3.98 0.66
*
```



# 6
The following is a quantum chemistry calculation of a cluster of 7 separate species, C27H29Cl4N5 in total, from the OMol25 dataset.

Properties
SMILES string	c1ccncc1.c1ccncc1.c1ccncc1.c1ccncc1.c1ccncc1.ClCCl.ClCCl
relative energy (zero: lowest compared OMol25 entry of this formula, charge and spin)	117.19	kJ/mol
LUMO level	0.396	eV
HOMO-LUMO gap	9.91	eV

```
! RIJCOSX wB97M-V def2-TZVPD def2/J DEFGRID3
* xyz 0 1
C 12.56 25.71 -31.67
C 11.81 26.17 -32.74
C 10.49 25.70 -32.89
N 9.96 24.75 -32.06
C 10.72 24.36 -30.97
C 12.04 24.76 -30.77
H 13.55 26.11 -31.47
H 12.20 26.85 -33.48
H 9.89 25.90 -33.77
H 10.23 23.61 -30.36
H 12.56 24.32 -29.93
C 5.78 25.60 -34.62
C 6.50 25.21 -33.46
C 6.81 26.26 -32.57
N 6.51 27.56 -32.78
C 5.94 27.84 -33.97
C 5.42 26.91 -34.91
H 5.57 24.84 -35.35
H 6.83 24.21 -33.25
H 7.38 26.15 -31.66
H 5.86 28.90 -34.17
H 4.88 27.26 -35.77
C 12.86 21.54 -31.40
C 13.21 21.39 -30.04
C 14.35 22.04 -29.60
N 15.23 22.66 -30.43
C 14.88 22.68 -31.76
C 13.69 22.20 -32.26
H 11.95 21.18 -31.83
H 12.53 20.93 -29.35
H 14.72 21.99 -28.59
H 15.49 23.27 -32.43
H 13.46 22.28 -33.31
C 4.55 22.51 -26.33
C 3.84 21.54 -25.65
C 4.51 20.31 -25.36
N 5.75 20.01 -25.84
C 6.40 20.93 -26.58
C 5.84 22.20 -26.77
H 4.04 23.45 -26.46
H 2.82 21.75 -25.36
H 4.08 19.47 -24.83
H 7.34 20.63 -27.03
H 6.45 22.93 -27.29
C 6.88 17.43 -30.38
C 6.43 16.14 -30.52
C 5.76 15.54 -29.50
N 5.42 16.16 -28.35
C 5.87 17.45 -28.25
C 6.68 18.09 -29.17
H 7.35 17.90 -31.23
H 6.57 15.65 -31.47
H 5.29 14.59 -29.67
H 5.46 17.99 -27.40
H 6.99 19.10 -28.99
Cl 5.93 19.71 -33.52
C 4.29 20.44 -33.58
Cl 4.46 22.02 -34.38
H 3.67 19.84 -34.25
H 3.80 20.53 -32.61
Cl 9.24 20.05 -31.48
C 8.21 21.43 -31.37
Cl 7.96 22.07 -29.73
H 8.64 22.22 -31.99
H 7.29 21.18 -31.91
*
```



# 7
The following is a quantum chemistry calculation of the molecule C4H2O3S, from the OMol25 dataset.

Properties
SMILES string	O=C(O)C(=S)C#CO
relative energy (zero: lowest compared OMol25 entry of this formula, charge and spin)	252.65	kJ/mol
LUMO level (spin up / spin down)	-1.575 / -1.574	eV
HOMO-LUMO gap (spin up / spin down)	7.58 / 7.58	eV

```
! RIJCOSX wB97M-V def2-TZVPD def2/J DEFGRID3
* xyz 0 1
O -0.91 -1.48 -1.22
C -0.92 -0.87 -0.21
O -0.96 -1.61 0.92
C -1.12 0.64 0.09
S -2.93 0.80 -0.11
C 0.29 1.15 0.43
C 1.46 1.29 0.07
O 2.69 1.68 0.01
H -0.83 -2.56 0.60
H 3.23 0.97 -0.57
*
```



Strongest force on any atom per entry: 0.13779 0.09791 0.10136 0.10099 0.02244 0.05180 0.10474 hartree/bohr
E per entry: -419.46090 -4522.08479 -3648.19380 -3879.30306 -4963.51566 -3160.71544 -777.35997 a.u.